[1]
# C2H12MgO6

C2H12MgO6 as an isolated structure in a non-equilibrium geometry (ωB97M-V/def2-TZVPD, the OMol25 dataset).

Computed properties:
Highest occupied orbital energy, eV: -6.153
Total energy, eV: -19999.603
Orbital gap, eV: 5.45

ORCA input file:
```
! wB97M-V def2-TZVPD RIJCOSX def2/J DEFGRID3
* xyz 0 1
H 0.87 0.98 2.86
H -0.67 -1.35 -2.94
H -1.08 2.35 1.61
O -1.23 -0.22 -1.33
H -1.14 -2.16 -1.61
O 0.98 1.64 -0.66
H 0.59 2.52 -0.70
O -1.22 1.82 0.83
Mg 0.02 0.17 0.30
H 1.90 1.78 -0.86
C -0.54 -1.29 -1.86
H -2.14 1.98 0.59
H 1.61 -0.93 -2.14
O 1.32 -1.29 -0.19
O -1.23 -0.81 1.58
C 0.92 -1.52 -1.53
H -2.16 -1.02 1.53
H -0.92 -1.27 2.36
O 1.10 0.74 1.97
H 2.01 0.45 2.03
H 1.02 -2.56 -1.83
*
```

These are the Löwdin partial charges, in e, on atoms 1 to 4: H 0.086; H 0.090; H 0.079; O -0.348



[2]
# C20H47CuN3O12

C20H47CuN3O12 as an isolated structure in a non-equilibrium geometry (ωB97M-V/def2-TZVPD, the OMol25 dataset).

Computed properties:
Highest occupied orbital energy, eV: -4.256
Total energy, eV: -95170.606
Orbital gap, eV: 2.54

ORCA input file:
```
! wB97M-V def2-TZVPD RIJCOSX def2/J DEFGRID3
* xyz -1 1
C -3.37 3.79 0.88
C -2.10 4.67 -5.72
H 4.08 -2.13 -5.43
H 6.54 1.17 -5.18
H -3.73 3.57 -0.12
H -2.16 7.84 2.46
H -0.52 -7.63 4.88
H 5.91 2.14 -3.73
O -3.81 5.12 1.25
H 4.01 -6.64 -4.91
H -3.23 -8.62 3.50
C 3.22 -2.13 -4.75
H -2.05 -8.28 1.54
H -5.05 6.94 2.60
O -1.40 4.09 -4.89
C 6.47 1.28 -4.10
C -4.02 6.86 2.97
H -4.01 7.06 4.04
H -2.37 5.44 2.49
C -4.63 9.17 0.97
H 6.66 -1.47 -4.51
H 0.91 -7.73 3.78
H -0.05 -3.10 4.19
H -3.83 3.07 1.54
H -4.06 9.71 -2.23
C 0.30 -5.77 4.39
O -3.86 9.65 -0.08
H -2.29 3.64 0.88
C -3.73 9.13 2.21
H 4.37 5.88 3.15
H -2.09 -10.93 6.04
C 3.21 -5.92 -5.07
C 4.97 -2.03 -3.02
H 2.87 -6.05 -6.10
O 3.54 -4.63 -4.84
C -2.54 -10.38 5.21
N 3.55 -1.86 -3.30
N -3.16 7.87 2.31
H 7.53 1.18 -3.88
C 6.13 -1.16 -3.61
H -4.32 9.30 3.10
H 5.01 -1.86 -1.94
C 3.39 5.83 1.92
H 5.11 -3.11 -2.88
H -4.89 8.13 0.76
C 0.81 -3.58 3.72
C -1.43 -8.51 2.41
O 4.04 4.89 1.65
N -0.91 -7.17 2.86
H 7.02 -1.10 -2.98
H 1.76 -3.83 -4.26
C -2.35 -9.23 3.28
H -2.67 -9.98 2.56
H 2.83 -2.21 -2.69
H -3.94 4.78 3.33
H 1.08 -5.81 5.15
O 2.42 6.14 1.19
H -0.57 -9.09 2.07
O -1.61 -9.70 4.42
H 2.61 -1.29 -5.10
O -1.92 4.53 -7.04
C -0.01 -7.21 4.01
H -2.96 9.91 2.10
O 5.68 0.18 -3.59
C 2.56 -3.55 -4.94
H 1.81 -3.30 4.05
C -4.63 9.80 -1.31
H 0.81 -3.05 2.77
H -2.72 5.04 -7.21
H -5.35 10.62 -1.36
Cu 2.75 2.75 -2.06
H -0.64 -6.46 2.20
O 3.66 6.51 3.00
H 2.34 -6.10 -4.44
H -3.34 -9.76 5.62
H -5.52 9.78 1.16
O 0.68 -4.89 3.40
H 2.22 -3.57 -5.98
H -2.80 -11.20 4.55
C -3.45 5.46 2.64
H -5.24 8.90 -1.30
H -0.58 -5.32 4.83
O -2.96 5.48 -5.48
*
```

These are the Löwdin partial charges, in e, on atoms 1 to 4: C -0.105; C -0.977; H 0.114; H 0.081